Entry from the OMol25 dataset: an isolated molecule of C2H2N2O (ωB97M-V with the def2-TZVPD basis set).

Results
Energy relative to the best compared isomer or geometry (same formula, charge and spin)   355.5 kJ/mol
LUMO   -0.1 eV

```
! RIJCOSX wB97M-V def2-TZVPD def2/J DEFGRID3
* xyz 0 1
O 0.461 2.339 0.377
C -0.090 1.291 0.202
C 0.295 0.030 0.885
N 0.513 -0.909 0.165
N 0.396 -1.896 -0.560
H -0.948 1.159 -0.503
H -0.626 -2.013 -0.566
*
```